{"formula": "C2H3N2OS", "method": "the ωB97M-V functional and the def2-TZVPD basis", "elements": ["C", "C", "N", "N", "O", "S", "H", "H", "H"], "coordinates": [[0.236063, -0.800615, -0.057614], [-1.119619, -0.863513, -0.111121], [0.328458, 1.479312, -0.034433], [1.038164, 0.455659, -0.007225], [2.216484, 0.261699, 0.175776], [-2.372023, 0.328114, 0.133649], [0.919586, -1.638083, -0.242517], [-1.747823, -1.731016, -0.054988], [0.500710, 2.508445, 0.198473]], "atomic_forces_ev_per_a": [[0.98, 0.04, -1.39], [-2.76, 2.11, 1.34], [-2.41, 1.42, 0.12], [-1.10, 0.20, 1.03], [0.89, 0.25, -0.09], [2.88, -0.52, -0.53], [-0.47, 0.11, 0.41], [0.70, -1.39, -0.43], [1.30, -2.20, -0.46]], "spin_multiplicity": 1, "e_tot_ev": -17970.821, "charge": 1, "orbital_gap_ha": [0.2525, 0.2289], "homo_energy_ev": [-15.59, -15.51], "de_lowest_kj_mol": 639.4}